No. 1
The following is a DFT calculation (the ωB97M-V functional and the def2-TZVPD basis) of a structure of composition C20H66N4O13.

Computed properties:
Energy relative to the best compared isomer or geometry (same formula, charge and spin), kcal/mol: 599.6
Charge: 0
Energy, eV: -54357.868
Kohn-Sham gap, eV: 6.62

```
103
Properties=species:S:1:pos:R:3:forces:R:3
C -0.4504 -2.8219 -1.9202 1.171 -2.558 -1.673
C -1.8681 -2.6079 -1.3885 0.493 -0.248 -1.642
C -2.7688 -3.9300 -1.3360 0.563 2.239 1.722
O -2.5576 -4.7628 -2.3911 0.607 -1.958 -0.361
C -2.0216 -6.0203 -1.9285 -0.263 0.385 -1.157
N -1.5885 -1.8577 -0.1539 -8.376 -3.621 -0.960
H 0.2440 -1.9981 -2.0847 -0.810 -0.108 0.755
H -0.4289 -3.2623 -2.9170 -0.412 -0.401 -0.026
H 0.1310 -3.4943 -1.2893 -0.335 -0.372 -0.353
H -2.3717 -1.9858 -2.1283 -0.104 0.430 0.111
H -3.8427 -3.7499 -1.2869 -0.119 0.829 -0.035
H -2.5552 -4.3439 -0.3505 0.288 -0.795 0.145
H -1.9568 -6.6878 -2.7877 0.331 0.236 -0.128
H -2.7064 -6.5377 -1.2565 0.023 0.306 0.460
H -1.0392 -5.8141 -1.5036 0.019 -0.404 0.200
H -2.2360 -2.2263 0.5280 -1.330 1.336 -1.171
H -0.8006 -2.3500 0.2423 -3.277 2.589 -4.864
C 2.4009 2.8688 2.2736 -0.444 1.034 0.123
C 2.5758 1.8545 1.1730 0.708 2.760 -1.240
C 2.2604 2.5549 -0.2612 0.319 -2.641 0.716
O 2.6849 1.5485 -1.2968 -0.202 2.211 1.755
C 2.2008 1.9085 -2.5643 1.241 0.123 -0.282
N 3.9296 1.4104 1.1240 0.573 0.861 -1.390
H 2.9155 3.8121 2.0903 0.437 -0.127 -0.402
H 2.7707 2.5568 3.2504 -0.226 -0.386 0.005
H 1.3634 3.1979 2.3319 -0.271 -0.273 0.285
H 1.9070 1.0085 1.3313 1.611 1.837 -0.754
H 2.7347 3.5115 -0.4803 0.460 -0.132 0.401
H 1.1813 2.7089 -0.2602 -0.187 -0.146 -0.486
H 2.6955 2.7794 -2.9942 -0.121 0.959 0.567
H 1.1209 2.0524 -2.5310 0.597 -0.410 -0.413
H 2.6759 1.1896 -3.2319 -1.124 -0.734 -0.215
H 3.8923 0.7992 0.3208 0.780 0.021 -0.834
H 4.2533 0.7508 1.8171 -1.254 2.064 0.296
C -1.5040 4.5170 -3.5950 0.353 0.372 -1.027
C -1.9163 3.0793 -4.0272 -0.432 -1.122 0.051
C -0.8319 2.0181 -3.7028 0.750 -0.266 -0.308
O -1.0524 0.5715 -3.9999 -1.146 4.657 -2.755
C -0.4287 -0.2416 -3.1113 -1.528 -1.647 -2.527
N -3.1869 2.7554 -3.3955 1.177 -1.049 -3.303
H -2.3521 5.1889 -3.4632 -0.498 -0.500 0.333
H -0.9827 5.0935 -4.3593 0.337 -0.457 -0.459
H -0.8316 4.6509 -2.7476 -0.089 -0.633 0.428
H -2.1087 2.9706 -5.0946 0.280 0.693 -0.301
H -0.6025 2.1607 -2.6468 0.101 -0.280 -0.155
H 0.0748 2.3389 -4.2156 0.196 -0.171 -0.359
H -1.0568 -0.3810 -2.2315 -0.675 0.861 -4.004
H 0.5834 0.0547 -2.8354 -0.168 0.086 -0.211
H -0.4273 -1.2623 -3.4937 0.417 0.433 -1.144
H -3.3383 1.7793 -3.6063 -0.331 -0.364 -0.136
H -3.1589 2.8659 -2.3919 0.442 -0.631 -2.190
C 0.9329 -1.7454 3.0576 0.646 0.410 0.777
C 2.4528 -1.6553 3.1694 -1.608 -1.280 0.861
C 3.1551 -1.1145 1.9692 0.019 -1.571 -1.081
O 4.5463 -1.5020 1.9580 0.526 0.686 0.031
C 5.4525 -0.3960 2.1941 0.076 -1.324 0.526
N 2.7642 -0.9234 4.3836 0.459 -0.196 -0.022
H 0.4801 -2.2648 3.9022 0.390 0.034 0.429
H 0.4910 -2.2661 2.2081 2.375 0.121 2.587
H 0.5081 -0.7417 3.0428 1.241 -2.315 1.015
H 2.6086 -2.7206 3.3399 1.535 -0.083 -0.162
H 3.0523 -0.0593 1.7162 -0.491 -1.302 1.250
H 2.6898 -1.5746 1.0974 0.228 -0.436 -0.346
H 5.4791 0.2988 1.3546 1.335 -0.779 0.034
H 6.4502 -0.7417 2.4646 -0.175 -0.412 -0.237
H 5.0656 0.1401 3.0607 0.318 0.266 0.338
H 2.5728 0.0371 4.1366 -0.185 0.417 0.446
H 3.7666 -1.0038 4.4768 0.305 0.143 0.421
C 0.1361 0.1764 1.1333 0.434 -2.136 -2.958
C 0.6856 -0.3099 -0.2371 -1.464 0.855 0.837
O -0.4298 -0.3460 -1.0898 7.272 4.284 4.877
O -0.6279 -0.8795 1.7614 1.643 3.529 -3.188
H -0.5775 0.9782 0.9433 1.004 0.350 0.469
H 1.0578 0.4635 1.6394 -2.696 -1.386 1.074
H 1.2214 -1.2587 -0.2666 -0.039 -0.392 0.499
H 1.4600 0.3762 -0.5800 -0.620 0.021 -0.263
H -1.0703 -0.9580 -0.7198 -1.124 0.512 1.299
H -1.5716 -0.7036 1.7494 0.904 1.251 -1.517
C -1.9360 1.8511 -0.6920 -2.462 2.659 0.631
C -3.4364 2.4460 -0.4651 0.713 -3.058 0.246
O -3.8435 3.4173 -1.4295 -1.270 1.447 5.628
O -1.1072 2.8960 -0.1595 1.215 -0.465 -0.046
H -1.7649 1.6553 -1.7505 -0.375 0.166 0.591
H -1.6241 0.9222 -0.2144 -1.225 0.628 0.130
H -3.6079 2.7298 0.5732 0.403 0.479 -0.025
H -4.0815 1.5773 -0.5968 -0.401 0.125 -0.316
H -3.2340 4.1516 -1.3244 -0.197 0.712 -0.039
H -1.3757 3.7779 -0.4273 -0.101 -0.130 -0.246
O -0.0375 -3.0130 0.6831 7.189 -7.150 1.260
H 0.0852 -2.1492 1.0769 1.665 2.367 0.654
H 0.7166 -3.5218 0.9808 0.607 -0.680 0.137
O -2.0213 1.2081 2.8924 0.392 4.953 0.081
H -2.1821 0.2747 2.7540 -0.284 0.188 0.463
H -2.8672 1.6244 2.7269 -0.054 0.344 -0.069
O -1.8319 -2.6404 2.0317 0.056 -10.044 0.873
H -1.0826 -2.7271 1.4424 -0.139 -1.443 1.458
H -2.1402 -3.5372 2.1616 -0.333 -0.437 0.293
O -2.4438 -0.9105 2.7925 -6.605 2.205 5.479
H -3.0603 -1.0699 3.5071 -0.380 0.481 0.312
H -2.3414 -1.7629 2.3692 -1.195 -0.289 0.392
O 0.4502 0.8018 3.5270 0.844 1.590 1.876
H 0.5080 1.7426 3.6937 -0.293 0.319 0.182
H -0.1168 0.7286 2.7593 -0.628 0.880 0.972
```
Forces are in eV/Å.

---

No. 2
The following is a DFT calculation (the ωB97M-V functional and the def2-TZVPD basis) of a structure of composition FNO3.

Computed properties:
Energy relative to the best compared isomer or geometry (same formula, charge and spin), kcal/mol: 47.0
Charge: 0
Energy, eV: -10340.288
Kohn-Sham gap, eV: 9.14

```
5
Properties=species:S:1:pos:R:3:forces:R:3
N -0.4392 -0.0889 -0.2477 -1.038 0.662 -2.243
O -0.2250 -0.2473 -1.3887 -0.076 -0.468 0.197
O -1.4112 0.0963 0.4595 -3.219 -0.569 -0.842
O 0.3426 0.1466 0.7147 7.476 0.463 3.195
F 2.1376 0.0986 0.5267 -3.145 -0.089 -0.306
```
Forces are in eV/Å.

---

No. 3
The following is a DFT calculation (the ωB97M-V functional and the def2-TZVPD basis) of an isolated molecule of C2H4NP.

Computed properties:
Energy relative to the best compared isomer or geometry (same formula, charge and spin), kcal/mol: 30.3
Charge: 0
Energy, eV: -12915.215
Kohn-Sham gap, eV: 9.40
SMILES string: [H]/N=C1/CP1

```
8
Properties=species:S:1:pos:R:3:forces:R:3
H 1.5990 -1.9690 0.2811 -0.248 1.587 -0.779
N 1.5703 -0.9615 -0.0738 0.051 -1.639 -0.021
C 0.4228 -0.5928 -0.4461 -0.083 0.281 1.595
C -0.2144 0.7309 -0.4268 -1.106 -0.980 -3.163
P -1.3778 -0.6882 -0.1100 -0.503 -0.523 0.197
H 0.1487 1.3183 0.3192 0.820 1.795 2.000
H -0.5729 1.2608 -1.3404 0.656 -0.467 0.683
H -1.3971 -0.7541 1.3316 0.412 -0.054 -0.511
```
Forces are in eV/Å.

---

No. 4
The following is a DFT calculation (the ωB97M-V functional and the def2-TZVPD basis) of a cluster of 5 separate species, H10O5 in total.

Computed properties:
Energy relative to the best compared isomer or geometry (same formula, charge and spin), kcal/mol: 28.6
Charge: 0
Energy, eV: -10399.608
Kohn-Sham gap, eV: 11.81
SMILES string: O.O.O.O.O

```
15
Properties=species:S:1:pos:R:3:forces:R:3
O -1.7447 3.7303 -0.6298 -0.136 -0.304 -0.008
H -1.8836 4.4217 0.0174 -0.053 0.152 0.208
H -1.0148 4.0444 -1.1635 0.206 0.042 -0.165
O 1.8903 2.0048 1.9222 -0.078 0.317 0.110
H 2.4551 1.3670 2.3585 0.178 -0.165 0.059
H 1.4540 1.5061 1.2314 -0.096 -0.188 -0.207
O -0.5005 -4.1943 -1.9874 0.227 0.049 0.061
H -1.3096 -3.7961 -1.6665 -0.184 0.172 0.112
H -0.7927 -4.8914 -2.5748 -0.020 -0.190 -0.159
O -1.5441 -0.0012 0.3789 0.213 -0.266 -0.033
H -1.5810 0.9257 0.1427 -0.011 0.395 -0.136
H -2.3269 -0.1445 0.9109 -0.173 -0.042 0.144
O 2.6270 -1.4761 0.4650 0.228 0.205 0.145
H 2.4226 -1.8383 -0.3972 -0.059 -0.100 -0.250
H 1.8490 -1.6579 0.9922 -0.240 -0.076 0.119
```
Forces are in eV/Å.